Record 1
Below is a 10-piece molecular cluster, C54H104F6N17O2P overall in a non-equilibrium geometry, with properties calculated with ωB97M-V/def2-TZVPD.

## Properties
- Total charge: +8
- Orbital gap: 7.792 eV
- Largest force on an atom: 5.83 eV Å⁻¹
- Energy: -112616.4969 eV

The geometry in XYZ format:
```
184
C54H104F6N17O2P, DFT ωB97M-V/def2-TZVPD
P -0.87 0.23 -0.60
F -1.01 -0.82 -1.83
F -0.69 1.22 0.66
F 0.65 -0.26 -0.44
F -0.47 1.40 -1.61
F -1.30 -0.97 0.36
F -2.39 0.62 -0.95
O 6.93 -1.84 7.08
O 2.94 -1.28 3.46
N -10.21 -0.32 -1.62
N 1.84 -3.65 0.77
N -8.22 0.78 -1.37
N 5.56 -1.65 4.49
N -4.99 1.15 3.83
N 3.42 -2.38 0.08
N -3.76 -3.48 -0.03
N -1.19 5.13 -0.57
N 6.34 4.83 0.18
N 4.91 3.64 1.45
N 3.87 1.48 -3.48
N 1.74 -4.48 -6.58
N -7.09 1.99 3.49
N 6.09 1.51 -3.19
N -3.89 -5.54 1.08
N 0.04 -3.13 -5.81
N 0.22 6.16 -2.04
C 1.06 -4.01 -5.41
C 4.35 0.36 -4.10
C 6.98 -1.08 4.77
C -4.64 -2.49 -2.19
C 3.07 1.95 1.47
C -6.83 1.05 -1.48
C -7.16 0.93 4.41
C 0.78 6.28 -0.80
C 2.20 -2.88 -0.22
C -5.86 0.44 4.60
C -0.47 -0.87 -4.83
C -3.53 -2.48 -1.08
C 1.72 -0.72 2.94
C 1.00 -3.89 -7.67
C 2.55 2.04 -3.62
C -4.30 -3.31 1.26
C -2.94 0.41 2.67
C 2.94 -3.98 1.56
C -2.27 4.27 -0.04
C -3.48 -4.87 -0.09
C 5.69 0.31 -3.86
C -4.41 -4.58 1.96
C 0.39 -4.20 0.94
C 6.18 3.07 1.66
C -0.80 -2.40 -4.83
C 3.06 -1.63 4.83
C -9.22 1.62 -0.97
C 2.10 2.74 -2.37
C -8.12 2.87 3.07
C 7.04 3.86 0.87
C -3.07 3.63 -1.16
C -3.69 -6.94 1.40
C -0.05 -3.11 -7.22
C 6.92 5.81 -0.78
C -6.07 0.92 -0.10
C -5.72 2.10 3.16
C 0.07 -4.64 2.34
C 2.97 -5.31 -6.63
C -0.08 5.64 0.11
C -11.16 -1.40 -1.65
C 3.66 3.21 2.13
C 4.15 -1.41 -0.68
C 7.46 1.97 -2.75
C -8.83 -0.46 -1.76
C 7.67 -3.00 6.80
C -3.60 1.03 3.92
C -10.38 0.94 -1.15
C 4.93 2.12 -2.84
C 7.27 -0.76 6.21
C 3.88 -3.09 1.15
C 0.68 6.75 -3.26
C 4.37 -1.20 5.38
C -0.94 5.38 -1.91
C 5.04 4.67 0.56
H 3.81 3.03 3.19
H 3.77 -4.71 -6.20
H -2.82 4.94 0.61
H 6.69 5.47 -1.79
H 1.96 2.06 -1.53
H -2.64 -7.19 1.55
H 5.58 -2.65 4.56
H 0.12 7.56 -3.72
H -4.70 -3.49 -2.62
H 5.34 -1.54 3.51
H -4.09 -7.54 0.58
H -11.38 1.28 -0.94
H -3.46 -1.49 -0.63
H 3.48 -1.05 -1.46
H -1.85 -2.44 -5.10
H -3.37 0.53 4.86
H -1.20 -0.32 -4.24
H 3.16 -5.57 -7.67
H -3.45 4.34 -1.90
H -8.35 -1.40 -1.99
H 1.77 0.28 3.37
H -2.53 -2.65 -1.46
H -8.43 3.49 3.91
H -3.14 1.99 4.13
H 4.47 -0.12 5.34
H 4.85 -2.93 1.61
H 1.59 -2.56 -1.05
H -8.93 2.62 -0.68
H 2.71 -2.66 4.95
H -5.08 1.38 -0.10
H -7.68 3.50 2.31
H -4.55 -2.31 1.58
H -5.48 -0.33 5.26
H 0.77 -1.18 3.21
H -5.62 -2.45 -1.73
H 0.74 -5.45 2.62
H -2.94 -5.39 -0.87
H 1.83 1.26 -3.85
H 3.44 1.88 0.45
H 1.27 -4.20 -4.37
H -4.22 -6.95 2.35
H -8.06 0.58 4.89
H -10.70 -2.36 -1.43
H 2.84 -6.17 -5.96
H 1.30 -4.25 -8.64
H 6.50 6.80 -0.60
H -1.62 5.24 -2.74
H -1.91 0.09 2.86
H 0.29 -4.98 0.18
H 3.05 -4.65 2.40
H -3.61 -0.36 2.29
H 5.02 -1.91 -1.11
H 8.35 -0.65 6.27
H -2.77 1.16 1.90
H 1.77 6.69 -0.66
H 4.39 -0.61 0.01
H 2.90 3.99 2.22
H 4.92 3.10 -2.39
H -5.36 3.00 2.68
H -11.60 -1.48 -2.64
H -2.54 3.02 -1.89
H -11.98 -1.20 -0.95
H -6.50 0.32 -2.21
H 3.83 -0.22 -4.85
H 2.69 3.64 -2.16
H 7.17 -3.92 7.10
H 2.61 2.71 -4.48
H -0.28 -3.43 0.57
H -4.71 -4.83 2.97
H 1.98 1.91 1.51
H -4.40 -1.74 -2.95
H 6.70 0.09 6.59
H 1.78 -0.77 1.85
H 3.47 1.07 1.96
H -6.01 -0.10 0.29
H 7.46 2.22 -1.69
H -6.67 1.45 0.64
H 6.32 2.24 2.34
H 7.00 -0.12 4.25
H 8.12 3.90 0.81
H 7.75 2.76 -3.43
H -3.92 3.05 -0.81
H 0.14 -3.77 3.00
H 2.26 -1.03 5.27
H 6.47 -0.31 -4.28
H -0.94 -5.05 2.38
H -0.84 -2.57 -7.74
H 0.65 5.95 -4.00
H 7.76 -1.49 4.12
H 0.59 -0.71 -4.62
H -0.55 -0.52 -5.86
H 0.05 5.45 1.16
H 1.12 3.15 -2.61
H 8.56 -2.82 7.41
H -0.82 -2.90 -3.86
H 1.71 7.07 -3.13
H 8.24 1.24 -2.94
H 8.00 5.86 -0.68
H -1.79 3.50 0.57
H -8.92 2.26 2.65
H -6.62 2.01 -1.95
H 4.49 -1.67 6.36
H 4.20 5.30 0.32
H 8.18 -3.17 5.85
```

Mulliken atomic charge list, values in e, 8 entries:
1 P 1.865
2 F -0.537
3 F -0.718
4 F -0.378
5 F -0.480
6 F -0.237
7 F -0.390
8 O -0.358

---

Record 2
Below is a 9-piece molecular cluster, C54H108I2NO9 overall in a non-equilibrium geometry, with properties calculated with ωB97M-V/def2-TZVPD.

## Properties
- Total charge: +1
- Orbital gap: 8.494 eV
- Largest force on an atom: 1.77 eV Å⁻¹
- Energy: -93862.3580 eV

The geometry in XYZ format:
```
174
C54H108I2NO9, DFT ωB97M-V/def2-TZVPD
I 3.66 2.04 2.37
I -0.29 4.77 0.84
O -1.95 2.29 -3.16
O -1.96 -4.57 6.98
O 1.28 2.45 -5.83
O -4.83 4.49 -7.31
O -1.66 -0.35 -7.80
O 0.60 -5.15 11.00
O 3.72 -7.17 4.46
O 6.28 -1.64 3.14
O -6.33 9.56 -8.31
N -0.20 -0.23 1.63
C 8.09 -0.72 1.83
C 0.57 -4.58 0.49
C -4.12 6.76 -7.71
C -5.73 11.06 -6.52
C 0.42 -5.59 4.43
C 0.00 -1.96 3.42
C -6.90 11.88 -8.58
C 1.03 -1.72 -3.98
C 1.50 1.88 -4.55
C 1.19 2.86 -2.18
C 7.44 0.28 4.04
C -3.79 -3.22 7.79
C 0.69 1.50 -6.70
C -1.64 -3.42 9.07
C 0.04 1.06 1.89
C 0.00 -2.28 0.31
C -2.17 4.01 -4.84
C 0.78 1.81 1.01
C 3.42 -8.37 5.17
C 4.23 -9.52 4.61
C -0.49 1.74 3.13
C 3.69 -8.17 6.66
C 1.54 -0.72 -1.74
C 2.69 4.97 2.24
C -5.90 10.89 -8.02
C -2.16 -0.29 -9.15
C -1.23 -2.66 -0.18
C 2.07 -5.54 12.87
C -2.44 3.62 -3.40
C -5.12 5.67 -8.06
C -2.28 -3.37 7.69
C 0.92 -3.25 0.66
C 1.01 -0.10 -0.43
C -1.57 -3.97 -0.34
C 7.56 -1.00 3.22
C 1.93 2.94 -3.53
C 1.49 -4.51 11.91
C -5.07 5.35 -9.55
C -3.93 3.67 -3.08
C -3.19 -1.39 -9.36
C -1.00 -0.43 -10.12
C 0.50 1.54 4.33
C 2.78 -1.60 -1.35
C 0.38 -4.06 4.71
C -0.66 -4.94 0.02
C 0.29 -0.81 0.50
C 2.58 -3.79 11.14
C -0.96 -1.07 2.59
C 1.09 3.25 1.32
C -0.63 -3.30 3.81
C 2.08 2.15 -1.09
C 1.27 1.26 -0.18
C 2.25 3.57 1.90
C 0.49 -1.50 -2.55
H 2.29 1.11 -4.63
H -4.06 -2.30 8.31
H -1.85 -2.50 9.63
H 1.28 -6.05 13.41
H 0.26 2.29 -2.30
H 5.69 -1.03 2.68
H 0.00 -6.11 5.30
H -0.26 0.35 -9.96
H 2.15 -3.07 10.45
H -2.67 3.32 -5.53
H 1.19 -0.75 -4.45
H -6.59 12.91 -8.39
H 4.66 -6.98 4.59
H -7.89 11.73 -8.13
H 0.57 1.38 -4.23
H 2.65 2.91 -0.55
H 7.05 0.07 5.03
H 0.90 -3.78 12.47
H 8.23 -1.69 3.74
H 0.95 -2.14 2.90
H -2.52 5.02 -5.05
H 0.26 -1.41 4.34
H 0.33 -2.28 -4.61
H 2.86 -1.74 -0.28
H 0.38 -2.51 -2.14
H -1.70 -1.68 2.07
H -3.60 -1.35 -10.37
H 3.69 -1.06 -1.64
H 2.47 5.70 1.46
H 7.41 -0.06 1.28
H -1.48 1.37 3.41
H 3.02 2.87 -3.42
H 1.00 0.47 -6.48
H 3.78 4.96 2.37
H -4.33 7.68 -8.26
H 2.36 -8.56 5.02
H -1.87 -2.54 7.12
H 3.16 -4.50 10.53
H -6.67 10.88 -6.00
H -4.49 2.98 -3.71
H 1.73 3.94 -3.95
H -2.63 0.68 -9.27
H -4.94 11.02 -8.52
H -1.51 -0.47 3.31
H 3.11 -7.34 7.05
H 2.80 -2.55 -1.90
H -0.41 1.55 -6.65
H -4.16 6.98 -6.64
H -0.56 -3.53 8.98
H -3.94 4.20 -7.54
H 3.27 -3.27 11.81
H -2.32 -5.31 7.47
H -0.92 -3.90 2.95
H 8.16 -1.64 1.25
H 3.45 -9.07 7.23
H 1.90 -2.99 1.05
H 0.96 3.88 -1.86
H 1.10 -5.80 10.50
H -0.11 -5.82 3.51
H -4.24 -3.20 6.80
H -1.54 -3.09 4.40
H 2.74 -5.07 13.59
H -0.49 -1.39 -9.98
H 0.04 1.04 5.18
H 1.95 0.04 -2.40
H -4.11 3.38 -2.04
H -1.34 -0.37 -11.16
H -4.08 4.99 -9.84
H -1.10 3.95 -5.06
H 1.46 -5.91 4.31
H -3.10 6.44 -7.94
H -6.12 5.99 -7.79
H -5.38 12.06 -6.27
H 1.00 1.69 -7.73
H -5.78 4.56 -9.79
H -0.50 -1.04 -2.56
H 6.73 0.97 3.56
H -4.01 -1.28 -8.65
H 1.30 -5.33 0.79
H -1.93 -1.86 -0.44
H -7.02 11.74 -9.66
H 4.00 -10.46 5.12
H -1.25 -1.21 -7.68
H -1.90 4.28 -2.73
H -7.18 9.42 -7.88
H 0.87 2.52 4.63
H -4.23 -4.07 8.32
H 2.63 -6.30 12.32
H 2.83 1.58 -1.64
H -5.31 6.23 -10.15
H 5.31 -9.32 4.71
H 1.37 0.99 3.96
H -2.42 1.69 -3.75
H -0.95 -5.99 -0.08
H 9.07 -0.25 1.86
H -5.01 10.33 -6.13
H 4.03 -9.64 3.54
H -4.33 4.68 -3.23
H 8.40 0.78 4.14
H 1.37 -3.68 4.44
H 4.75 -7.93 6.82
H -0.62 2.81 2.97
H -2.01 -4.27 9.64
H 2.00 -2.21 -3.94
H 2.27 5.28 3.20
H -2.75 -2.37 -9.19
H 0.23 -3.83 5.77
H -2.56 -4.24 -0.71
```

Mulliken atomic charge list, values in e, 8 entries:
1 I 0.153
2 I 0.196
3 O -0.430
4 O -0.491
5 O -0.539
6 O -0.526
7 O -0.433
8 O -0.471

---

| no. | LUMO energy (eV) |
| --- | --- |
| 1 | -14.5 |
| 2 | -2.8 |